ORCA calculation (wB97M-V/def2-TZVPD) on 7 unconnected molecules or ions with the total composition C40H36O27PS.

Each line ends with the Mulliken charge.
Geometry (Å):
C -1.134 -1.081 -1.455  -0.768
C -2.339 -2.076 -0.868  -0.420
C -2.131 -2.207 0.788  -0.373
O -0.830 -2.857 0.967  -0.263
C -0.455 -3.049 2.367  -0.290
S -1.692 -2.495 3.647  -0.019
P -1.310 -0.454 4.184  0.386
O -2.102 0.686 3.132  -0.167
O 0.389 -0.108 4.369  -0.317
H -0.262 -0.915 -0.681  0.304
H -1.554 0.010 -1.695  0.233
H -0.637 -1.573 -2.411  0.123
H -2.302 -3.131 -1.379  0.324
H -3.351 -1.485 -1.082  0.259
H -2.191 -1.095 1.178  0.195
H -3.060 -2.869 1.137  0.379
H -0.290 -4.221 2.522  0.373
H 0.598 -2.521 2.526  0.168
H -1.373 -3.246 4.819  0.350
H -1.432 1.090 2.475  0.322
H 0.954 -0.620 3.713  0.285
C 3.532 1.657 3.844  -0.777
C 3.466 2.928 3.441  0.132
C 4.406 3.465 2.419  0.746
O 4.309 4.632 2.054  -0.597
C 5.433 2.558 1.883  -0.741
C 5.501 1.289 2.289  -0.041
C 4.544 0.745 3.291  1.651
O 4.620 -0.431 3.630  -0.867
O 6.466 0.432 1.791  -0.513
O 2.519 3.793 3.959  -0.587
H 2.854 1.253 4.585  0.425
H 6.121 2.966 1.154  0.465
H 6.306 -0.428 2.238  0.343
H 2.676 4.651 3.509  0.364
C -4.896 3.713 3.152  -0.719
C -4.582 2.615 3.843  0.095
C -5.533 2.020 4.823  1.034
O -5.224 1.000 5.429  -0.629
C -6.824 2.695 5.029  -0.933
C -7.136 3.795 4.340  0.336
C -6.197 4.374 3.341  0.835
O -6.519 5.375 2.710  -0.588
O -8.346 4.436 4.530  -0.547
O -3.361 1.990 3.673  -0.448
H -4.216 4.155 2.435  0.420
H -7.498 2.262 5.756  0.417
H -8.334 5.203 3.916  0.355
H -3.375 1.220 4.283  0.296
C 4.475 1.637 8.541  -1.018
C 4.297 1.036 9.719  0.334
C 3.913 -0.400 9.804  0.909
O 3.775 -0.930 10.901  -0.594
C 3.705 -1.134 8.546  -0.743
C 3.879 -0.531 7.368  0.318
C 4.291 0.897 7.284  0.879
O 4.461 1.418 6.187  -0.406
O 3.684 -1.214 6.182  -0.585
O 4.466 1.726 10.906  -0.555
H 4.757 2.680 8.465  0.447
H 3.408 -2.172 8.622  0.453
H 3.873 -0.563 5.472  0.200
H 4.283 1.073 11.616  0.351
C -2.078 -0.839 -5.618  -0.769
C -2.209 -0.615 -6.927  0.180
C -3.546 -0.619 -7.583  0.792
O -3.636 -0.392 -8.784  -0.586
C -4.722 -0.905 -6.747  -0.604
C -4.591 -1.132 -5.439  0.128
C -3.257 -1.101 -4.779  0.806
O -3.170 -1.295 -3.571  -0.446
O -5.692 -1.404 -4.648  -0.591
O -1.105 -0.371 -7.724  -0.589
H -1.112 -0.836 -5.128  0.401
H -5.686 -0.923 -7.240  0.530
H -5.337 -1.530 -3.741  0.318
H -1.460 -0.239 -8.629  0.344
C 10.979 -2.184 -0.873  -0.900
C 11.293 -3.281 -0.182  0.374
C 10.342 -3.877 0.798  0.812
O 10.651 -4.897 1.404  -0.601
C 9.052 -3.201 1.004  -0.895
C 8.740 -2.102 0.315  0.340
C 9.679 -1.522 -0.684  1.016
O 9.356 -0.521 -1.315  -0.613
O 7.529 -1.460 0.505  -0.505
O 12.514 -3.907 -0.352  -0.555
H 11.660 -1.741 -1.590  0.417
H 8.377 -3.634 1.731  0.411
H 7.541 -0.694 -0.109  0.346
H 12.500 -4.677 0.258  0.351
C -6.665 0.431 -12.612  -0.693
C -6.021 0.252 -11.457  0.323
C -6.750 0.241 -10.159  0.735
O -6.134 0.056 -9.115  -0.499
C -8.205 0.460 -10.183  -1.015
C -8.848 0.642 -11.338  0.343
C -8.123 0.626 -12.638  0.941
O -8.744 0.778 -13.684  -0.601
O -10.215 0.852 -11.368  -0.565
O -4.651 0.071 -11.425  -0.578
H -6.148 0.439 -13.563  0.438
H -8.720 0.467 -9.231  0.425
H -10.442 0.954 -12.318  0.348
H -4.424 -0.038 -10.476  0.481

The value obtained for the HOMO energy is -10.8034 eV. Its charge is +1. The calculation puts the LUMO energy at -4.72 eV. The calculation puts the gap between HOMO and LUMO at 6.086 eV. As for the multiplicity: 1. As for the largest force on an atom: 9.17 eV Å⁻¹.